Record 1
The following is a quantum chemistry calculation of the molecule C10H17N3O5 in a non-equilibrium geometry, from the OMol25 dataset.

Structure (XYZ):
```
35
Properties=species:S:1:pos:R:3:forces:R:3:lowdin_charge:R:1
O 1.88981 3.20603 -1.07712 -0.13 -0.28 1.01 0.0401
O -1.61732 -0.98448 -4.16563 0.84 -1.08 0.98 0.0793
O 1.36403 -0.09455 0.50271 -0.98 0.65 -0.21 0.0440
O -1.75715 -3.34960 0.24733 1.52 0.98 -0.18 0.0243
O 0.43054 -1.83174 -3.89558 -0.11 -0.28 0.23 0.1154
C 1.81346 3.25668 0.15390 1.32 0.90 -2.38 -0.5232
C -0.84433 -1.66979 -3.50498 -0.90 1.50 -0.25 -0.5053
C 0.35906 0.37661 -0.05372 2.23 -0.15 1.01 -0.4364
C -0.79905 -2.55055 0.31282 -2.50 -1.09 0.14 -0.4238
N -0.23877 -2.21895 1.47730 1.01 0.32 1.06 0.0356
N 0.82118 2.67582 0.82148 -1.23 -1.00 0.53 0.0993
N -0.37537 -0.36809 -0.87240 -1.38 -0.20 -0.73 0.1313
C 2.86667 4.02449 0.95368 -0.07 -0.21 -1.21 0.0089
C -0.61729 -2.77170 2.79510 0.14 0.43 -0.10 -0.0424
C -1.38618 1.56579 1.19098 0.01 1.56 -0.77 -0.0208
C -1.18470 -2.31467 -2.16577 -0.17 0.29 0.22 -0.0341
C -0.16898 1.77491 0.24511 -0.35 0.22 -0.02 -0.2578
C -0.31529 -1.81260 -0.95275 -0.34 -0.75 -1.20 -0.1774
H 0.51537 -1.32848 -4.71983 0.07 -0.02 -0.02 0.1325
H 0.55198 -1.57090 1.45247 -0.29 -0.28 -0.09 0.1067
H 0.75596 2.89168 1.78771 -0.09 -0.19 0.74 0.1354
H -1.14391 0.04627 -1.38278 0.04 0.16 0.21 0.1572
H 2.44293 4.83670 1.50140 -0.42 0.56 0.49 0.0675
H 3.37133 3.36672 1.62568 0.33 -0.50 0.59 0.0707
H 3.60400 4.43390 0.24809 -0.39 -0.22 0.20 0.0916
H -1.02247 -1.97395 3.45427 0.33 -0.39 -0.43 0.0856
H -1.39128 -3.51417 2.66894 -0.14 -0.13 -0.21 0.0708
H 0.24149 -3.25337 3.30036 -0.32 0.35 -0.38 0.0879
H -1.06767 1.11674 2.12360 -0.09 -0.09 0.22 0.0792
H -1.85432 2.57806 1.35557 0.39 -1.09 0.10 0.1019
H -2.11962 0.93563 0.67369 0.17 0.10 0.37 0.0815
H -1.00683 -3.37940 -2.26796 0.05 -0.21 0.09 0.1295
H -2.27699 -2.20724 -1.98098 0.87 0.14 -0.07 0.1417
H -0.54306 2.20955 -0.68456 0.13 0.06 -0.06 0.1501
H 0.70280 -2.10136 -1.16814 0.48 -0.06 0.11 0.1530
```
Forces are in eV/Å.

HOMO level, eV: -9.76
Kohn-Sham gap, eV: 10.2813
SMILES string: CNC(=O)[C@@H](CC(=O)O)NC(=O)[C@@H](C)NC(C)=O
Energy above the lowest of the compared OMol25 structures with the same formula, charge and spin, kJ/mol: 11.8
Lowest unoccupied orbital energy, eV: 0.5212
Multiplicity: 1

---

Record 2
The following is a quantum chemistry calculation of the molecule C6H9N, from the OMol25 dataset.

Structure (XYZ):
```
16
Properties=species:S:1:pos:R:3:forces:R:3:lowdin_charge:R:1
C 1.62116 2.05596 0.14953 0.06 -0.11 0.07 -0.0522
C 0.83229 -0.00841 -0.51954 -0.05 0.03 -0.10 -0.2810
N 1.49754 0.82944 0.42865 -0.04 0.39 -0.10 0.0169
C 0.78652 -1.48387 -0.15636 0.04 -0.19 0.03 -0.0240
C -0.40491 -0.62829 0.01106 -0.03 -0.01 0.04 -0.4094
C -1.36094 -0.21376 1.05639 0.02 0.04 0.19 -0.0740
C -1.84442 -0.61518 -0.32694 -0.12 -0.06 -0.17 -0.0722
H 2.06935 2.72116 0.88799 0.00 -0.08 -0.11 0.0640
H 1.28654 2.50304 -0.79578 0.04 -0.08 0.04 0.0749
H 0.86462 0.27694 -1.57566 0.02 -0.01 0.22 0.1433
H 1.35482 -1.75408 0.72885 -0.09 0.04 -0.10 0.1068
H 0.79670 -2.21654 -0.95997 -0.02 0.17 0.09 0.1031
H -1.38788 0.84459 1.30955 0.02 -0.19 -0.05 0.1006
H -1.56091 -0.87960 1.89121 0.02 0.05 -0.16 0.1022
H -2.34411 -1.57605 -0.41969 0.06 0.14 0.00 0.1007
H -2.22553 0.16168 -0.98593 0.08 -0.11 0.12 0.1002
```
Forces are in eV/Å.

HOMO level, eV: -9.42
Kohn-Sham gap, eV: 10.5926
SMILES string: C=N[C@H]1CC12CC2
Energy above the lowest of the compared OMol25 structures with the same formula, charge and spin, kJ/mol: 274.6
Lowest unoccupied orbital energy, eV: 1.1717
Multiplicity: 1

---

Record 3
The following is a quantum chemistry calculation of a cluster of 2 separate species, C5H11N2O in total in a non-equilibrium geometry, from the OMol25 dataset.

Structure (XYZ):
```
19
Properties=species:S:1:pos:R:3:forces:R:3:lowdin_charge:R:1
C 1.49368 -0.12453 2.70510 0.86 1.95 -1.57 -0.0641
C 0.14553 0.49632 2.11001 0.22 -1.64 0.72 -0.1440
C -0.15858 0.42507 0.62677 0.59 1.34 -0.47 -0.1847
C -0.37107 -0.58386 -0.30006 0.16 -0.60 3.03 -0.0391
N -0.45120 -0.09780 -1.54904 -0.44 2.00 -1.90 0.0848
C -0.37921 1.25685 -1.45754 0.03 0.17 0.86 -0.0389
N -0.21337 1.58160 -0.14038 -0.09 -0.45 -2.40 0.1281
H 2.09316 0.66207 3.26714 -0.83 -0.93 -0.81 0.0941
H 1.32015 -0.92554 3.36753 -0.50 -0.84 0.77 0.0456
H 2.14134 -0.51821 1.89850 -0.27 0.28 0.35 0.0748
H 0.03492 1.46327 2.59592 -0.30 0.28 -0.75 0.1104
H -0.64424 -0.12327 2.51138 -0.35 -0.06 0.54 0.1037
H -0.61190 -1.58583 0.04881 0.47 -0.01 -0.80 0.1462
H -0.62499 -0.68272 -2.49881 0.07 0.75 1.71 0.1233
H -0.45612 2.08982 -2.19834 0.07 -1.50 0.36 0.1689
H -0.22732 2.57613 0.07283 0.30 -0.52 0.73 0.1810
H -0.57250 -1.77588 -4.33457 -0.37 -0.14 0.42 0.1064
H -1.40102 -2.50543 -3.18626 0.35 0.86 -0.61 0.1159
O -1.11725 -1.62806 -3.53899 0.01 -0.93 -0.19 -0.0124
```
Forces are in eV/Å.

HOMO level, eV: -13.27
Kohn-Sham gap, eV: 10.4581
Total charge: +1
Energy above the lowest of the compared OMol25 structures with the same formula, charge and spin, kJ/mol: 84.5
Lowest unoccupied orbital energy, eV: -2.8166
Multiplicity: 1